The following is a DFT calculation (wB97M-V/def2-TZVPD) of C42H30N7O6ReS as an isolated structure.

Properties
DFT total energy	-79720.0562	eV
HOMO energy (spin up / spin down)	-9.88 / -9.88	eV
energy above the lowest of the compared OMol25 structures with the same formula, charge and spin	0.218	eV
charge	+1
frontier orbital gap (spin up / spin down)	5.711 / 5.570	eV
multiplicity	2

CARTESIAN COORDINATES (ANGSTROEM)
Re (1.023, -1.214, -0.943)
O (1.892, -5.312, -2.478)
C (3.131, -5.397, -1.943)
C (3.778, -6.623, -2.087)
C (5.044, -6.807, -1.576)
C (5.701, -5.772, -0.909)
C (5.072, -4.558, -0.771)
C (3.785, -4.342, -1.286)
C (3.189, -3.020, -1.120)
O (1.891, -2.878, -1.439)
N (3.876, -2.002, -0.718)
N (3.059, -0.880, -0.586)
C (3.627, 0.183, -0.138)
C (2.929, 1.439, 0.061)
C (3.626, 2.514, 0.621)
C (3.004, 3.726, 0.844)
C (1.667, 3.891, 0.491)
C (0.956, 2.851, -0.081)
C (1.583, 1.633, -0.285)
O (0.830, 0.627, -0.816)
H (1.515, -4.456, -2.236)
H (3.254, -7.418, -2.599)
H (5.528, -7.768, -1.691)
H (6.690, -5.924, -0.502)
H (5.557, -3.743, -0.254)
H (4.681, 0.113, 0.111)
H (4.665, 2.374, 0.891)
H (3.552, 4.542, 1.292)
H (1.175, 4.838, 0.664)
H (-0.086, 2.953, -0.348)
S (-3.553, -2.684, -6.853)
N (-3.764, -2.926, -5.275)
C (-2.675, -2.477, -4.672)
C (-2.429, -2.510, -3.243)
C (-3.326, -3.041, -2.311)
C (-2.980, -3.050, -0.980)
C (-1.752, -2.524, -0.592)
N (-0.896, -1.999, -1.468)
C (-1.221, -1.993, -2.786)
C (-0.239, -1.429, -3.707)
N (0.893, -0.947, -3.161)
C (1.832, -0.450, -3.953)
C (1.691, -0.398, -5.338)
C (0.535, -0.880, -5.910)
C (-0.459, -1.409, -5.084)
C (-1.715, -1.947, -5.568)
N (-2.092, -2.005, -6.836)
H (-4.272, -3.438, -2.656)
H (-3.639, -3.457, -0.227)
H (-1.447, -2.510, 0.444)
H (2.724, -0.078, -3.464)
H (2.487, 0.015, -5.940)
H (0.382, -0.865, -6.980)
O (1.467, -2.926, 1.429)
C (1.110, -1.847, 1.069)
C (-5.589, 4.460, 4.742)
C (-4.814, 4.228, 3.475)
C (-5.144, 4.932, 2.324)
C (-4.461, 4.720, 1.136)
C (-3.416, 3.817, 1.107)
C (-3.068, 3.111, 2.254)
N (-1.994, 2.184, 2.155)
C (-0.837, 2.248, 2.869)
C (-0.548, 3.385, 3.650)
C (0.626, 3.476, 4.356)
C (1.577, 2.452, 4.321)
C (1.320, 1.340, 3.559)
C (0.128, 1.210, 2.826)
C (-0.084, 0.024, 2.002)
O (0.888, -0.908, 2.124)
O (-1.042, -0.187, 1.271)
C (-3.775, 3.286, 3.446)
C (-3.479, 2.475, 4.676)
H (-6.317, 5.258, 4.608)
H (-4.932, 4.735, 5.569)
H (-6.127, 3.562, 5.048)
H (-5.954, 5.649, 2.358)
H (-4.730, 5.271, 0.245)
H (-2.845, 3.658, 0.200)
H (-2.095, 1.398, 1.531)
H (-1.266, 4.192, 3.678)
H (0.816, 4.364, 4.946)
H (2.496, 2.534, 4.883)
H (2.039, 0.534, 3.512)
H (-2.794, 1.656, 4.473)
H (-4.399, 2.051, 5.080)
H (-3.039, 3.091, 5.464)